Formula: C16H20FN5
Source: OMol25
Level of theory: ωB97M-V/def2-TZVPD

Structure (XYZ):
```
42
Properties=species:S:1:pos:R:3:nbo_charge:R:1
F -4.6550 15.2945 -10.3653 -0.322
C -4.9268 14.3095 -11.2440 0.401
C -6.1910 13.7324 -11.2453 -0.285
C -6.5186 12.7634 -12.1738 -0.192
C -5.5556 12.3493 -13.0924 -0.225
C -4.2821 12.9147 -13.0692 -0.187
C -3.9690 13.9042 -12.1479 -0.281
H -6.9351 14.0258 -10.5131 0.226
H -7.4548 12.2217 -12.1712 0.220
H -5.7892 11.4863 -13.7028 0.208
H -3.6218 12.6241 -13.8756 0.205
H -3.0242 14.4308 -12.1942 0.230
C -1.6197 10.1453 -14.6438 -0.729
C -1.6975 10.3661 -13.2093 0.277
N -1.7615 10.5772 -12.0827 -0.309
H -2.3783 10.7539 -15.1433 0.250
H -1.7966 9.1096 -14.9320 0.251
H -0.6736 10.4203 -15.1071 0.260
C -11.3956 9.6051 -14.4098 -0.729
C -12.3469 8.6519 -14.9770 0.294
N -13.1170 7.9005 -15.3758 -0.350
H -10.3880 9.5946 -14.8116 0.281
H -11.4185 9.4141 -13.3355 0.252
H -11.8207 10.6009 -14.5545 0.250
C -8.3671 3.8912 -14.9515 -0.720
C -8.0198 5.3161 -15.0400 0.315
N -7.7536 6.4285 -15.1131 -0.367
H -7.7742 3.3173 -15.6555 0.256
H -9.4289 3.7252 -15.1139 0.262
H -8.1623 3.5890 -13.9232 0.257
C -7.8539 10.5811 -18.6808 -0.723
C -6.7558 11.5436 -18.7778 0.289
N -5.8401 12.2330 -18.8087 -0.340
H -8.4757 10.8439 -17.8252 0.271
H -7.4333 9.5996 -18.4715 0.247
H -8.4503 10.5801 -19.5883 0.255
C -5.6082 8.9768 -15.8302 -0.725
C -6.8858 9.6031 -15.4720 0.330
N -7.8809 10.1049 -15.2150 -0.381
H -5.4389 9.3732 -16.8387 0.251
H -5.7173 7.9007 -15.9228 0.275
H -4.8061 9.2800 -15.1669 0.251
```

Calculated values
Energy above the lowest of the compared OMol25 structures with the same formula, charge and spin, eV: 0.000
HOMO-LUMO gap, eV: 9.3578
Energy, eV: -27082.4263


Formula: C2H2O3
Source: OMol25
Level of theory: ωB97M-V/def2-TZVPD

Structure (XYZ):
```
7
Properties=species:S:1:pos:R:3:nbo_charge:R:1
O 1.4303 1.2340 0.8605 -0.468
C 0.9342 0.5960 -0.0098 0.415
C -0.4839 -0.4382 0.2679 0.239
O -1.5898 -0.0342 -0.3465 -0.236
O -0.7746 -0.9456 -0.9220 -0.246
H 1.1183 0.4458 -1.0464 0.134
H -0.6346 -0.8577 1.1962 0.162
```

Calculated values
Energy above the lowest of the compared OMol25 structures with the same formula, charge and spin, eV: 5.377
HOMO-LUMO gap, eV: 10.3682
Energy, eV: -8243.2202


Formula: CH4BrClOSi
Source: OMol25
Level of theory: ωB97M-V/def2-TZVPD

Structure (XYZ):
```
9
Properties=species:S:1:pos:R:3:nbo_charge:R:1
C -0.7523 1.3160 -0.4364 -0.428
O 0.5280 0.2937 0.5945 -0.561
Si 0.7124 -1.3231 0.3775 1.112
Cl 0.2952 2.5014 -1.0980 0.003
Br -1.8042 1.8817 0.8533 0.160
H -1.1176 0.6690 -1.2290 0.199
H 1.4320 -1.6338 1.6793 -0.165
H 1.2186 -1.7132 -0.9593 -0.136
H -0.5122 -1.9916 0.2182 -0.183
```

Calculated values
Energy above the lowest of the compared OMol25 structures with the same formula, charge and spin, eV: 1.899
Spin multiplicity: 3
HOMO-LUMO gap (spin up / spin down), eV: 7.3776 / 7.0419
Energy, eV: -93586.2273


Formula: C11H12BBrF6N2O3Sr
Source: OMol25
Level of theory: ωB97M-V/def2-TZVPD

Structure (XYZ):
```
37
Properties=species:S:1:pos:R:3:nbo_charge:R:1
Sr -0.6035 -0.8384 0.4604 1.848
C 0.0820 5.1285 -0.1204 -0.636
C 0.7787 3.8224 -0.1188 -0.045
C 2.1598 3.7261 -0.2520 -0.132
C 2.7698 2.4608 -0.2330 -0.256
C 1.9682 1.3430 -0.0650 0.157
Br 2.7227 -0.4104 0.1469 0.092
N 0.6465 1.4200 0.0540 -0.561
C 0.0819 2.6368 0.0346 0.064
H 0.8073 5.9340 -0.0875 0.225
H -0.5717 5.2322 0.7506 0.235
H -0.5232 5.2369 -1.0306 0.232
H 2.7598 4.6147 -0.3927 0.228
H 3.8324 2.3795 -0.3645 0.243
H -0.9974 2.6587 0.1602 0.195
O -3.9261 0.8383 0.3706 0.021
O -3.3929 1.3437 -0.5451 -0.009
C 0.1208 -3.2250 -3.4790 -0.646
C -0.2872 -2.7899 -2.0245 0.141
O 0.2527 -1.6714 -1.5219 -0.973
C 0.0344 -3.9572 -1.0227 0.939
F -0.4511 -5.1665 -1.3237 -0.317
F -0.5129 -3.6820 0.2119 -0.373
F 1.3359 -4.0656 -0.7873 -0.309
C -1.8680 -2.6389 -2.0213 0.936
F -2.2207 -1.5405 -2.6808 -0.318
F -2.4019 -2.3827 -0.7404 -0.401
F -2.6099 -3.6639 -2.4506 -0.309
H 1.1910 -3.3679 -3.5008 0.234
H -0.1756 -2.4386 -4.1666 0.230
H -0.3872 -4.1751 -3.7476 0.226
B -0.0169 -0.4877 5.6137 -0.602
C -0.2983 -0.3705 4.0661 0.416
N -0.4965 -0.2709 2.9244 -0.812
H -1.0848 -0.3991 6.1837 0.011
H 0.8021 0.3488 5.8589 0.011
H 0.4795 -1.5823 5.8409 0.014
```

Calculated values
Energy above the lowest of the compared OMol25 structures with the same formula, charge and spin, eV: 0.000
HOMO-LUMO gap (spin up / spin down), eV: 6.7402 / 6.7106
Energy, eV: -108582.3339